# 1
C24H48Cl16N2Nb as an isolated structure in a non-equilibrium geometry. Source: the Open Molecules 2025 dataset; level of theory: ωB97M-V/def2-TZVPD.

Cartesian coordinates (Å):
N 3.066 1.270 2.474
C 3.555 2.538 1.743
C 2.698 2.751 0.344
C 1.798 4.121 0.307
Nb 0.290 4.318 2.021
C -1.145 2.786 1.131
C -2.422 2.296 2.084
C -3.430 1.139 1.437
C -3.063 0.614 -0.070
N -1.948 1.072 -0.966
C -1.049 2.112 -0.359
H 3.057 1.490 3.513
H 2.089 1.032 2.154
H 4.709 2.362 1.562
H 3.442 3.472 2.439
H 3.507 2.799 -0.531
H 1.953 1.852 0.137
H 1.270 4.239 -0.741
H 2.557 5.030 0.443
H -0.543 5.676 1.165
H -0.883 4.525 3.404
H 1.078 2.949 2.976
H 1.409 5.493 2.879
H -2.571 2.768 3.153
H -4.334 0.725 2.064
H -3.774 -0.240 -0.508
H -0.148 2.494 -1.043
Cl -4.556 -3.821 -1.583
C -4.470 -4.098 0.174
C -5.258 -3.060 0.959
Cl -4.514 -1.444 0.872
H -3.416 -4.108 0.466
H -4.884 -5.094 0.358
H -5.288 -3.338 2.016
H -6.288 -2.980 0.598
Cl 1.197 8.205 1.858
C 2.493 9.206 2.556
C 3.843 8.506 2.521
Cl 3.907 7.114 3.630
H 2.204 9.474 3.577
H 2.537 10.125 1.963
H 4.629 9.198 2.836
H 4.086 8.150 1.515
Cl 0.440 -3.423 -5.866
C -1.016 -3.823 -4.924
C -0.795 -3.667 -3.428
Cl 0.328 -4.891 -2.783
H -1.319 -4.843 -5.182
H -1.805 -3.141 -5.256
H -1.742 -3.796 -2.896
H -0.396 -2.678 -3.181
Cl 2.399 -9.517 -1.257
C 3.099 -8.655 -2.650
C 2.048 -8.289 -3.687
Cl 1.394 -9.723 -4.516
H 3.886 -9.284 -3.078
H 3.566 -7.747 -2.258
H 2.493 -7.654 -4.457
H 1.211 -7.746 -3.237
Cl -6.160 -2.204 3.757
C -6.683 -1.103 5.055
C -7.069 0.269 4.525
Cl -5.661 1.173 3.913
H -5.877 -1.038 5.792
H -7.548 -1.571 5.537
H -7.504 0.869 5.329
H -7.803 0.197 3.717
Cl -2.885 -8.876 1.291
C -1.375 -8.337 0.517
C -0.616 -7.334 1.372
Cl -1.467 -5.773 1.493
H -1.625 -7.922 -0.464
H -0.762 -9.230 0.362
H 0.360 -7.128 0.925
H -0.454 -7.711 2.387
Cl 4.100 -3.366 -3.503
C 3.385 -1.927 -4.270
C 3.442 -0.705 -3.366
Cl 2.364 -0.862 -1.956
H 2.357 -2.169 -4.556
H 3.957 -1.738 -5.184
H 3.113 0.180 -3.917
H 4.456 -0.522 -2.999
Cl 1.931 9.368 -1.143
C 2.494 8.050 -2.200
C 3.614 7.242 -1.566
Cl 5.122 8.178 -1.423
H 2.803 8.488 -3.154
H 1.630 7.405 -2.388
H 3.841 6.370 -2.186
H 3.340 6.887 -0.567

Cartesian forces, eV/Å:
N -0.166 1.210 0.233
C -0.284 -0.400 0.041
C 0.568 0.234 -0.521
C 1.505 0.180 -0.669
Nb 0.793 -0.924 -1.817
C -3.807 -3.532 -1.043
C 0.297 -2.312 -4.581
C 3.839 2.288 -1.626
C 1.281 2.324 1.206
N -0.764 2.201 5.565
C -2.049 -0.753 1.986
H -0.417 -0.463 -1.916
H 1.405 0.719 0.841
H -2.312 0.534 0.015
H 0.082 -1.524 -1.409
H -1.771 -0.316 1.629
H 1.805 1.597 0.527
H 1.088 -0.191 1.821
H -1.511 -1.650 -0.401
H -0.374 0.797 0.074
H -0.201 0.129 0.257
H -0.154 0.222 0.572
H -0.212 -0.382 0.309
H 0.329 -1.116 -2.433
H 2.226 0.950 -1.782
H 2.304 2.878 0.374
H -2.280 -1.091 1.550
Cl 0.035 0.051 -0.151
C -0.013 -0.066 0.525
C -0.089 -0.193 -0.073
Cl -0.888 -1.942 0.619
H -0.271 0.125 -0.143
H 0.033 0.184 -0.034
H 0.207 -0.219 -0.447
H 0.219 -0.040 0.007
Cl 0.052 0.027 0.333
C 0.049 0.115 -0.073
C -0.026 0.235 -0.107
Cl 0.021 0.015 -0.027
H 0.095 -0.172 -0.168
H 0.131 -0.143 0.028
H -0.145 -0.038 -0.031
H -0.143 0.055 0.197
Cl 0.038 -0.084 -0.122
C -0.383 -0.064 0.293
C -0.288 0.288 -0.146
Cl 0.104 -0.060 0.001
H 0.183 0.185 0.081
H 0.174 -0.051 0.145
H 0.103 -0.009 -0.137
H 0.015 -0.230 -0.062
Cl -0.052 -0.077 0.060
C 0.146 0.276 -0.319
C 0.146 0.286 0.176
Cl -0.037 -0.070 0.014
H -0.263 0.047 0.086
H -0.173 -0.102 -0.092
H -0.003 -0.102 0.163
H 0.180 -0.179 -0.065
Cl -0.203 0.235 0.438
C -0.172 0.193 0.322
C -0.124 -0.083 0.081
Cl -0.283 -0.033 0.270
H -0.100 0.039 -0.263
H 0.089 0.120 -0.126
H 0.092 -0.158 -0.042
H 0.227 -0.055 0.119
Cl -0.091 0.019 0.023
C 0.385 0.082 -0.155
C 0.140 -0.263 -0.072
Cl 0.004 -0.039 0.055
H 0.004 -0.002 0.270
H -0.054 0.181 0.088
H -0.183 -0.057 -0.032
H -0.150 0.080 -0.214
Cl 0.008 -0.086 0.035
C -0.154 0.390 -0.175
C 0.117 -0.012 -0.118
Cl 0.027 -0.044 -0.062
H 0.265 0.036 0.218
H -0.030 0.013 0.185
H 0.002 -0.184 0.009
H -0.219 -0.124 -0.030
Cl 0.115 0.160 -0.256
C 0.079 -0.249 -0.165
C -0.423 -0.228 -0.037
Cl 0.111 0.119 0.037
H 0.030 -0.043 0.251
H 0.181 0.029 0.161
H -0.074 0.157 0.069
H 0.006 0.151 -0.213

Output
2S+1 = 1
Gap between HOMO and LUMO = 0.241 Ha
E_HOMO = -4.81 eV
Total charge = -1

# 2
C24H48F6O10V as an isolated structure in a non-equilibrium geometry. Source: the Open Molecules 2025 dataset; level of theory: ωB97M-V/def2-TZVPD.

Cartesian coordinates (Å):
O 0.525 0.064 0.112
V 1.819 1.017 -0.103
C 1.831 -0.290 -3.120
O 1.317 -1.230 -2.116
O 1.791 0.920 -2.405
C 3.150 -0.742 -3.787
F 3.660 0.190 -4.618
F 4.067 -1.101 -2.899
F 2.985 -1.860 -4.536
C 0.702 -2.425 -2.561
C 0.541 -3.278 -1.327
H 0.092 -4.247 -1.545
H 1.526 -3.461 -0.900
H -0.071 -2.802 -0.561
H 1.265 -3.021 -3.280
H -0.235 -2.290 -3.100
H 1.114 -0.282 -3.940
C 1.525 1.274 3.170
O 0.171 1.113 2.694
O 2.294 1.321 1.999
C 1.664 2.439 4.249
F 2.862 2.833 4.682
F 1.095 3.587 3.908
F 1.107 2.091 5.440
C -0.891 0.774 3.570
C -2.222 0.784 2.795
H -2.434 1.805 2.476
H -2.126 0.205 1.877
H -3.171 0.614 3.305
H -1.034 1.405 4.447
H -0.743 -0.216 4.000
H 1.661 0.363 3.752
C -7.848 1.645 -2.645
C -6.496 1.260 -1.923
C -5.890 -0.006 -2.578
C -4.513 -0.434 -2.070
C -3.284 0.498 -2.296
C -2.009 -0.055 -1.781
H -8.496 0.787 -2.819
H -7.686 2.237 -3.545
H -8.480 2.288 -2.032
H -5.744 2.034 -2.079
H -6.639 1.201 -0.844
H -5.814 0.256 -3.634
H -6.643 -0.791 -2.509
H -4.606 -0.806 -1.049
H -4.271 -1.359 -2.593
H -3.199 0.647 -3.372
H -3.439 1.470 -1.828
H -2.132 -0.143 -0.702
H -1.825 -1.058 -2.166
H -1.117 0.550 -1.945
C -0.767 3.179 0.261
O 0.483 2.946 -0.225
C 1.290 4.148 -0.217
C 2.552 3.935 -0.967
O 3.123 2.697 -0.425
C 4.442 2.318 -0.848
C 4.829 1.050 -0.121
O 3.768 0.092 -0.171
C 4.109 -1.175 0.358
H -1.454 2.367 0.023
H -1.258 4.001 -0.259
H -0.772 3.496 1.304
H 1.465 4.362 0.838
H 0.775 5.057 -0.529
H 3.304 4.699 -0.769
H 2.428 3.742 -2.033
H 5.103 3.152 -0.613
H 4.474 2.190 -1.930
H 4.977 1.176 0.952
H 5.764 0.686 -0.544
H 4.831 -1.713 -0.256
H 3.272 -1.847 0.551
H 4.718 -1.093 1.258
O 0.895 -2.189 1.935
C 1.429 -2.904 2.740
O 0.956 -4.026 3.369
C -0.320 -4.556 2.957
C -0.132 -5.512 1.755
C 2.815 -2.608 3.221
H -1.082 -3.797 2.774
H -0.797 -5.053 3.802
H 0.724 -6.157 1.951
H 0.044 -4.794 0.954
H -1.026 -6.117 1.604
H 2.831 -2.743 4.302
H 2.929 -1.551 2.981
H 3.570 -3.234 2.747

Cartesian forces, eV/Å:
O 3.210 2.415 -0.494
V -4.018 -2.547 0.687
C -2.145 1.284 2.666
O 1.157 -0.317 -1.851
O 1.483 -0.789 -0.027
C -0.166 -0.353 0.281
F -0.149 -0.074 0.485
F 0.894 0.423 0.652
F -0.527 0.230 -0.247
C 0.103 -0.829 0.036
C -0.267 -0.190 0.321
H -0.026 -0.041 -0.205
H 0.045 -0.006 0.079
H 0.045 0.201 -0.026
H 0.706 0.268 -0.057
H -0.398 0.632 0.247
H -0.256 0.141 -0.351
C -0.449 -1.126 -2.233
O -0.343 1.479 0.547
O -0.426 0.640 1.016
C -0.009 0.598 0.859
F 1.752 -0.713 -1.077
F -1.097 0.498 -1.084
F -1.014 -0.949 -0.387
C -1.082 -0.608 0.553
C 0.462 1.078 -0.817
H 0.451 0.326 -0.315
H -0.169 -0.261 0.132
H 0.474 -0.915 0.583
H 0.458 0.545 -0.090
H 0.296 -0.390 -0.110
H 0.763 -0.248 0.344
C 0.542 0.330 1.021
C -0.465 0.026 -1.083
C -0.194 1.167 0.334
C 0.299 -0.630 -0.202
C -1.560 0.281 -0.526
C 0.409 -0.715 0.969
H 0.327 -0.218 -0.350
H 0.113 -0.442 -0.246
H 0.210 0.174 0.332
H -0.209 0.384 0.061
H -0.045 -0.380 0.022
H 0.047 -0.161 -0.262
H 0.259 -0.364 0.074
H 0.169 0.482 0.446
H 0.104 -0.179 -0.281
H -0.153 0.264 -0.178
H -0.220 0.206 -0.099
H 0.353 -0.217 0.208
H 0.107 -0.040 -0.026
H -0.097 0.075 -0.209
C -2.697 0.742 0.369
O 2.720 0.090 -1.519
C -0.494 -0.088 1.311
C 1.268 -1.641 -0.012
O -0.102 0.168 0.067
C -0.612 0.482 -0.174
C 0.063 0.026 0.899
O -0.716 -0.066 -0.849
C 1.327 -0.944 0.476
H 0.513 -0.493 0.565
H 0.273 0.459 -0.410
H 0.088 -0.581 0.308
H 0.534 -0.143 0.237
H -0.437 -0.327 -0.738
H -0.294 0.365 -0.135
H -0.233 0.294 -0.098
H 0.339 -0.172 0.257
H -0.271 -0.243 -0.119
H 0.215 0.628 0.077
H -0.129 -0.369 -0.244
H -0.290 0.160 -0.912
H -0.343 0.709 -0.241
H -0.485 0.548 0.596
O -0.842 -0.937 0.172
C 0.520 -0.368 0.243
O -0.720 0.663 -0.671
C -0.723 -0.810 0.041
C -0.101 1.353 1.018
C -0.331 0.507 0.505
H 0.537 0.546 -0.573
H 0.776 -0.336 0.368
H -0.023 0.051 -0.194
H 0.125 -0.705 -0.575
H 0.039 0.147 -0.192
H 0.295 -0.093 -0.040
H 0.533 -0.103 0.047
H -0.074 0.030 0.024

Output
2S+1 = 2
Gap between HOMO and LUMO (alpha / beta) = 0.330 / 0.337 Ha
E_HOMO (alpha / beta) = -8.77 / -8.86 eV

| no. | E (a.u.) |
| --- | --- |
| 1 | -8472.32921 |
| 2 | -3238.79842 |